C41H26Cl2I2N3O4PTi as an isolated structure, computed with the ωB97M-V functional and the def2-TZVPD basis.

As for the LUMO energy (spin up / spin down): 0.130 / 0.130 hartree. Its total charge is -2. The spin multiplicity is 3.

CARTESIAN COORDINATES (ANGSTROEM)
Ti 0.67303 -0.80977 0.65210
I -1.77835 -5.20231 1.39082
C -1.38527 -3.68166 2.75735
C -1.70212 -3.85064 4.10021
C -1.41246 -2.83206 4.99781
I -1.88363 -3.16508 7.01353
C -0.81805 -1.61421 4.60680
C -0.48585 -0.49935 5.42520
C 0.07012 0.64322 4.81722
C 0.29502 0.69817 3.46552
N -0.00721 -0.34788 2.65269
C -0.55193 -1.46370 3.21950
C -0.78366 -2.50707 2.31111
O -0.40926 -2.28219 1.04570
H -2.16988 -4.76439 4.43803
H -0.64581 -0.53885 6.49348
H 0.32784 1.50557 5.42010
H 0.71529 1.57045 2.98411
O -0.25191 0.87270 0.40339
P -1.20087 0.65671 -0.83860
C -0.76743 1.63258 -2.32745
C 0.59227 1.83123 -2.53672
C 1.03057 2.65835 -3.56650
C 0.11493 3.26807 -4.40826
C -1.25089 3.07130 -4.20285
C -1.68759 2.27260 -3.15982
C -2.58379 -0.51047 -0.51285
C -3.02136 -0.54289 0.81231
C -3.97952 -1.45728 1.22209
C -4.55507 -2.32155 0.29825
C -4.13500 -2.28519 -1.02408
C -3.13248 -1.40484 -1.42072
C -2.33280 2.17153 -0.27984
C -1.72513 3.28636 0.31139
C -2.44533 4.43081 0.63424
C -3.80856 4.50320 0.36633
C -4.43416 3.41559 -0.22747
C -3.70319 2.27063 -0.53662
H 1.33260 1.36989 -1.89715
H 2.09635 2.80648 -3.69534
H 0.45704 3.90281 -5.21898
H -1.97407 3.54900 -4.85336
H -2.75033 2.14914 -2.99186
H -2.57335 0.12627 1.53773
H -4.26310 -1.50242 2.26654
H -5.30266 -3.03995 0.61532
H -4.55571 -2.97625 -1.74668
H -2.76121 -1.43912 -2.43471
H -0.66265 3.25026 0.52289
H -1.94114 5.26932 1.10227
H -4.37446 5.39303 0.61938
H -5.49698 3.45093 -0.44212
H -4.22622 1.43082 -0.98292
Cl 1.96101 -2.80325 -0.68770
C 1.65615 -2.13029 -2.26933
C 2.48778 -2.50062 -3.29774
C 2.18311 -2.12507 -4.60045
C 0.97854 -1.47570 -4.80419
C 0.14835 -1.12769 -3.74575
Cl -1.45389 -0.58719 -4.23224
C 0.51397 -1.27522 -2.37270
N -0.08600 -0.78362 -1.26700
H 3.36581 -3.09188 -3.07026
H 2.84145 -2.36440 -5.42588
H 0.63970 -1.24454 -5.80641
O 2.19582 -1.37203 1.77592
C 3.07340 -0.62849 1.14137
N 2.54335 0.14086 0.15180
C 3.57697 0.82495 -0.49187
O 3.46136 1.60076 -1.44578
C 4.80969 0.43146 0.20291
C 6.13466 0.80258 -0.00658
C 7.11985 0.26325 0.80119
C 6.78344 -0.66203 1.82964
C 5.47970 -1.04485 2.05092
C 4.47349 -0.49212 1.23192
H 6.38075 1.50573 -0.79544
H 8.15670 0.54243 0.65112
H 7.57345 -1.07235 2.44863
H 5.22676 -1.74857 2.83533


C41H28Cl3LaN12O5 as an isolated structure, computed with the ωB97M-V functional and the def2-TZVPD basis.

As for the LUMO energy: -0.041 hartree. The spin multiplicity is 1.

CARTESIAN COORDINATES (ANGSTROEM)
La 1.34254 0.81298 0.89650
O -0.39489 0.56257 8.15190
C -1.21851 0.53834 7.21707
O -2.46290 0.57881 7.22704
C -0.59646 0.38868 5.82239
C 0.75750 0.11893 5.66660
C 1.29664 -0.00361 4.40285
N 0.56961 0.12459 3.28524
C -0.75108 0.35971 3.43928
C -1.36487 0.50499 4.66324
C -1.58971 0.43067 2.17590
O -2.79130 0.36715 2.19276
O -0.85943 0.51943 1.06313
H 1.36105 0.03422 6.56092
H 2.35409 -0.19627 4.26039
H -2.42751 0.68245 4.74609
C -0.29302 -4.96039 1.46571
N 0.52414 -3.83470 1.03478
C 0.28195 -2.53443 1.14415
N 1.31950 -1.84495 0.68648
C 2.18339 -2.82041 0.29402
N 1.74758 -4.03945 0.48538
C -1.55013 -5.18845 0.66037
C -2.39688 -6.19961 1.10515
C -3.56828 -6.48775 0.42752
C -3.91330 -5.75718 -0.69676
C -3.07541 -4.74077 -1.13965
C -1.88795 -4.45910 -0.46923
C -3.51937 -3.97244 -2.30988
N -4.59948 -4.14686 -2.97580
N -4.61420 -3.15383 -3.96411
C -3.54167 -2.47479 -3.80013
O -2.77363 -2.92759 -2.77116
C -3.12676 -1.29677 -4.57346
C -4.04071 -0.78373 -5.48803
C -3.71443 0.34189 -6.22375
C -2.48552 0.95474 -6.04279
C -1.56166 0.43790 -5.13944
C -0.22719 1.13990 -5.06040
N 0.55238 0.83904 -3.86638
C 0.19917 0.89838 -2.58958
N 1.24328 0.62966 -1.81646
C 2.23969 0.41773 -2.72209
N 1.86965 0.53178 -3.97145
C -1.88417 -0.69565 -4.40520
H -0.54345 -4.80815 2.51627
H 0.36749 -5.82341 1.40531
H -0.63319 -2.12756 1.54659
H 3.15114 -2.62003 -0.13617
H -2.13763 -6.76397 1.99365
H -4.22003 -7.27432 0.78265
H -4.83299 -5.95663 -1.22843
H -1.24405 -3.66807 -0.83135
H -5.00173 -1.26485 -5.60350
H -4.42423 0.74991 -6.93050
H -2.24031 1.84487 -6.61065
H -0.37073 2.21992 -5.11066
H 0.41628 0.85446 -5.89123
H -0.80200 1.12056 -2.25772
H 3.24990 0.16453 -2.44731
H -1.17820 -1.12537 -3.70636
C -1.75337 5.28720 -1.92124
C -2.00898 4.00156 -1.47077
C -1.10710 3.36948 -0.62094
C 0.03552 4.04401 -0.23013
C 0.29652 5.33758 -0.65551
C -0.60317 5.95433 -1.50950
N 0.96064 3.35157 0.66130
N 1.64590 4.11786 1.35489
C 2.64852 3.54587 2.23316
C 3.23199 4.53444 3.02313
C 4.23122 4.17628 3.91239
C 4.62668 2.84486 3.96289
C 4.02257 1.89741 3.14363
C 2.99264 2.19242 2.24070
H -2.45493 5.77955 -2.58192
H -2.91976 3.48961 -1.75453
H -1.32570 2.38684 -0.21467
H 1.19438 5.84073 -0.32755
H -0.40649 6.96122 -1.85341
H 2.89215 5.55793 2.93595
H 4.68979 4.91681 4.55356
H 5.40615 2.54643 4.65460
H 4.37749 0.87110 3.23956
Cl 7.15906 0.45113 -1.55011
C 6.61579 0.31882 0.12242
Cl 7.05559 1.72565 1.05754
Cl 7.21018 -1.16734 0.85833
C 5.13142 0.23938 0.09938
N 3.98737 0.20956 0.09719


C41H29F3N2O9PSTl as an isolated structure, computed with the ωB97M-V functional and the def2-TZVPD basis.

As for the LUMO energy: 0.105 hartree. Its total charge is -2. The spin multiplicity is 1.

CARTESIAN COORDINATES (ANGSTROEM)
Tl -0.39509 0.65673 1.23003
C 2.37308 3.33236 -0.75638
C 2.63065 1.99919 -0.10879
C 2.63658 0.83282 -0.86650
C 2.91244 -0.39052 -0.27657
C 3.17168 -0.46651 1.08461
C 3.16304 0.68947 1.84981
C 2.90003 1.91301 1.25420
H 1.83796 3.20589 -1.69757
H 3.31636 3.84514 -0.96489
H 1.77660 3.96868 -0.10246
H 2.41153 0.88259 -1.92523
H 2.92199 -1.29204 -0.87626
H 3.37409 -1.42640 1.54303
H 3.35933 0.64039 2.91184
H 2.88960 2.81224 1.85821
O -0.82702 -2.14762 1.46892
S -2.28172 -1.99946 1.54375
O -2.89831 -2.91856 2.47928
O -2.71546 -0.61093 1.68955
C -2.85167 -2.56804 -0.07158
C -4.13320 -3.09780 -0.13011
C -4.61183 -3.63714 -1.30992
C -3.78703 -3.66714 -2.42625
C -2.51454 -3.12442 -2.37157
C -2.02378 -2.54066 -1.19931
P -0.36958 -1.68315 -1.12967
C -0.22622 -1.19347 -2.90916
C 1.02375 -1.10741 -3.52015
C 1.18469 -0.49430 -4.75584
C 0.08850 0.03519 -5.41761
C -1.16207 -0.02694 -4.81584
C -1.31260 -0.61549 -3.57191
C 0.68565 -3.21253 -1.13278
C 0.86481 -4.00791 -2.26373
C 1.66624 -5.13965 -2.21945
C 2.29673 -5.50115 -1.03830
C 2.13897 -4.70902 0.08997
C 1.35089 -3.56841 0.04097
H -4.73156 -3.07899 0.77114
H -5.61431 -4.04426 -1.36154
H -4.13904 -4.10451 -3.35384
H -1.90088 -3.14220 -3.26169
H 1.89101 -1.51737 -3.01529
H 2.17314 -0.39726 -5.18964
H 0.20902 0.51643 -6.38066
H -2.01963 0.42104 -5.30570
H -2.27881 -0.59950 -3.08779
H 0.38410 -3.73256 -3.19365
H 1.80414 -5.73553 -3.11484
H 2.90777 -6.39544 -0.99983
H 2.64389 -4.97525 1.01087
H 1.21891 -2.95196 0.91740
F 2.42763 -1.62103 10.50418
C 1.74320 -0.45134 10.38316
F 0.65761 -0.57264 11.17821
F 2.53937 0.47781 10.98543
C 1.41998 -0.11034 8.97482
C 2.46695 -0.00819 8.05908
C 2.20394 0.30852 6.74401
C 0.88747 0.54039 6.29980
C -0.15234 0.41824 7.23801
C 0.10971 0.09946 8.55615
C 0.63337 0.88434 4.95032
C 0.46062 1.21404 3.77527
H 3.48289 -0.18310 8.39333
H 3.01180 0.38115 6.02879
H -1.16975 0.56898 6.90487
H -0.69980 0.00421 9.26812
O -1.41540 3.00958 -0.07953
C -1.30760 2.47765 -1.19631
O -0.94114 1.32123 -1.48328
C -1.61820 3.35678 -2.41553
C -0.75916 3.29408 -3.50185
C -0.98483 4.11742 -4.60276
C -2.11833 4.90741 -4.68427
C -3.00110 4.90230 -3.61847
C -2.73166 4.17729 -2.45780
N -4.20633 5.69681 -3.71070
O -4.32208 6.46414 -4.65407
O -5.05245 5.56853 -2.84771
N -0.03756 4.14253 -5.69460
O -0.32055 4.78111 -6.69701
O 1.00213 3.52588 -5.56862
H 0.07449 2.60594 -3.49808
H -2.30377 5.52377 -5.54884
H -3.39195 4.24739 -1.60540


C41H31BiN3O5P as an isolated structure, computed with the ωB97M-V functional and the def2-TZVPD basis.

As for the LUMO energy: -0.007 hartree. The spin multiplicity is 1.

CARTESIAN COORDINATES (ANGSTROEM)
Bi -0.57338 -1.57116 0.37544
C -0.59485 -1.24309 -4.46652
O 0.54665 -0.40199 -4.31149
C 1.57442 -0.90105 -3.55730
C 2.83887 -0.86676 -4.10145
C 3.94930 -1.34498 -3.39912
C 3.75418 -1.91219 -2.16476
C 2.47780 -1.94378 -1.57967
C 2.32717 -2.75338 -0.39822
N 1.25259 -2.94948 0.28398
N 1.34344 -3.99125 1.21292
C 0.21452 -4.15515 1.83901
O -0.84570 -3.43296 1.66948
C 0.14033 -5.28080 2.81427
C 1.29658 -5.90785 3.27024
C 1.20840 -6.95113 4.17687
C -0.03405 -7.37785 4.62962
C -1.18729 -6.75383 4.17697
C -1.10059 -5.70220 3.27582
C 1.37916 -1.34852 -2.22787
O 0.19955 -1.19511 -1.66235
H -1.14810 -0.84610 -5.31493
H -1.22052 -1.23201 -3.57730
H -0.28115 -2.26713 -4.68523
H 2.94184 -0.46399 -5.10154
H 4.93467 -1.30330 -3.84098
H 4.58038 -2.35466 -1.62207
H 3.18274 -3.35659 -0.10180
H 2.25574 -5.57007 2.90406
H 2.10994 -7.43253 4.53264
H -0.10131 -8.19271 5.33897
H -2.15600 -7.08334 4.52927
H -1.98942 -5.19629 2.92459
O 2.98017 -0.06938 0.97391
C 2.03603 0.29791 1.62098
N 0.73438 -0.20822 1.56426
C -0.07270 0.42061 2.48451
O -1.24689 0.13022 2.63641
C 0.74071 1.44586 3.19780
C 0.39648 2.36308 4.16850
C 1.40226 3.21937 4.60900
C 2.69423 3.14097 4.08933
C 3.02516 2.20714 3.10996
C 2.01922 1.36981 2.67913
H -0.61040 2.41482 4.56010
H 1.18145 3.95812 5.36796
H 3.45190 3.82203 4.45437
H 4.02137 2.14176 2.69368
C -4.08300 4.35213 1.57158
C -3.16407 4.85672 0.66003
C -2.33352 3.99353 -0.03734
C -2.40552 2.61609 0.16951
C -3.32643 2.12279 1.08902
C -4.16672 2.98396 1.78171
P -1.37642 1.40577 -0.75080
C -2.30525 1.29432 -2.32065
C -3.19380 0.23163 -2.45775
C -3.98406 0.10708 -3.59194
C -3.87824 1.04140 -4.61182
C -2.99302 2.10432 -4.48704
C -2.21688 2.23360 -3.34539
C 0.14803 2.33076 -1.10002
C 0.73227 3.06416 -0.06333
C 1.99268 3.61918 -0.21411
C 2.69381 3.44014 -1.39938
C 2.12580 2.70645 -2.42923
C 0.86164 2.15011 -2.28198
H -4.72871 5.02594 2.11988
H -3.09769 5.92318 0.48787
H -1.62543 4.39612 -0.75125
H -3.37776 1.05840 1.28314
H -4.87443 2.58465 2.49625
H -3.27482 -0.50924 -1.66910
H -4.67355 -0.72213 -3.68159
H -4.48468 0.94346 -5.50293
H -2.91045 2.83774 -5.27864
H -1.53619 3.07087 -3.25374
H 0.19858 3.20919 0.86950
H 2.42852 4.18486 0.59946
H 3.68251 3.86479 -1.51493
H 2.67065 2.54955 -3.35124
H 0.44683 1.55766 -3.08521


C41H31BrN5NaO2S as an isolated structure, computed with the ωB97M-V functional and the def2-TZVPD basis.

As for the LUMO energy: 0.139 hartree. Its total charge is -2. The spin multiplicity is 1.

CARTESIAN COORDINATES (ANGSTROEM)
Na 0.30419 -0.05773 -0.58255
O -1.31144 -1.17765 -1.38386
C -2.40926 -1.58786 -0.94012
C -3.42780 -2.22786 -1.62431
C -4.63837 -2.61960 -0.97240
C -4.96407 -2.36443 0.31201
C -4.01085 -1.59499 1.15876
C -2.56578 -1.44689 0.60448
C -1.56434 -2.39863 1.14808
N -0.41670 -2.04273 1.54690
C 0.49175 -3.11826 1.92985
C 1.19407 -3.73332 0.72336
N 1.75342 -2.72852 -0.16770
C 2.12824 -3.16190 -1.30180
C 2.77429 -2.41718 -2.37182
C 3.40060 -3.17133 -3.36831
C 4.07121 -2.59379 -4.42926
C 4.09208 -1.19534 -4.50155
C 3.46670 -0.41541 -3.56326
C 2.75926 -0.97668 -2.44771
O 2.16013 -0.24593 -1.60954
H -3.29196 -2.41568 -2.68214
H -5.35880 -3.17304 -1.57481
H -5.90595 -2.71368 0.72202
H -3.96405 -1.99299 2.18226
H -1.86839 -3.45900 1.12861
H -0.06034 -3.91430 2.45341
H 1.23692 -2.71976 2.61994
H 0.49468 -4.38859 0.18461
H 2.01006 -4.36619 1.10378
H 2.00202 -4.23544 -1.54608
H 3.35164 -4.25511 -3.28753
H 4.54999 -3.20203 -5.18705
H 4.60217 -0.70786 -5.32864
H 3.46243 0.66580 -3.64020
S 0.65738 0.32797 4.10526
C 2.11308 -0.33759 3.44488
C 3.05777 -1.18116 4.02718
C 4.11355 -1.60655 3.24575
C 4.22830 -1.21187 1.90622
C 3.29567 -0.37813 1.32592
C 2.23354 0.07102 2.11114
N 1.24600 0.94468 1.66496
C 0.38729 1.16549 2.59421
C -0.70558 2.16616 2.53626
C -0.64217 3.18696 3.48796
C -1.54534 4.23373 3.48564
C -2.53892 4.25587 2.51736
C -2.62455 3.24261 1.58189
C -1.72183 2.17367 1.56724
H 2.95813 -1.50660 5.05514
H 4.85531 -2.27225 3.67205
H 5.04358 -1.59271 1.30413
H 3.31760 -0.11237 0.27543
H 0.16209 3.16789 4.21313
H -1.46322 5.02703 4.21856
H -3.26124 5.06378 2.49033
H -3.40512 3.24940 0.83414
Br 3.23745 5.41924 -5.22199
C 2.07729 4.47134 -4.03365
C 0.73173 4.36227 -4.32430
C -0.11408 3.68248 -3.46410
C 0.35915 3.08842 -2.26928
C 1.75098 3.21768 -2.02569
C 2.59306 3.88922 -2.88001
N -0.35725 2.41596 -1.32376
C -1.66393 2.20429 -1.51816
C -2.45953 1.55783 -0.61309
C -3.85150 1.29401 -0.82014
C -4.64173 0.62115 0.03572
C -4.08794 -0.03272 1.25907
C -2.54182 -0.02543 1.22911
N -1.86520 1.11685 0.62369
H 0.33318 4.80580 -5.22916
H -1.15796 3.61866 -3.74004
H 2.13925 2.73638 -1.13828
H 3.65145 3.95320 -2.65864
H -2.17513 2.53259 -2.42811
H -4.26887 1.65294 -1.75752
H -5.67481 0.42216 -0.22600
H -4.54814 0.33671 2.18529
H -2.13235 -0.13448 2.23635